[1]
The following is a quantum chemistry calculation of C28H43O3P2S4V as an isolated structure, from the OMol25 dataset.

For the HOMO energy (alpha / beta), the calculation gives -10.04 / -9.46 eV. The calculation puts the total energy at -123479.9489 eV. The calculation puts the LUMO energy (alpha / beta) at -2.18 / -2.07 eV. The expectation value of S² is 0.760. As for the total charge: +1. The gap between HOMO and LUMO (alpha / beta) is 7.86 / 7.39 eV. The spin multiplicity is 2.

The geometry in XYZ format:
```
81
C28H43O3P2S4V (ωB97M-V/def2-TZVPD)
V 0.332 0.730 0.747
C -0.322 2.396 -2.837
C -0.483 1.140 -3.675
S -1.487 -0.174 -2.963
C -3.087 0.627 -2.732
C -3.938 -0.241 -1.812
S -3.281 -0.549 -0.148
C -3.969 0.836 0.776
C -3.365 2.208 0.524
S -1.609 2.364 0.991
C -1.192 3.847 0.015
C 0.210 3.821 -0.586
S 0.682 2.246 -1.320
H -1.297 2.801 -2.567
H 0.188 3.154 -3.434
H 0.486 0.684 -3.890
H -0.905 1.443 -4.636
H -3.609 0.737 -3.685
H -2.962 1.620 -2.302
H -4.075 -1.227 -2.258
H -4.936 0.190 -1.699
H -3.887 0.564 1.831
H -5.037 0.896 0.560
H -3.915 2.948 1.106
H -3.459 2.474 -0.528
H -1.312 4.734 0.639
H -1.937 3.911 -0.778
H 0.969 4.033 0.163
H 0.282 4.609 -1.339
O 0.025 -1.072 -0.405
C 1.202 -1.892 -0.594
C 2.220 -1.432 0.488
O 3.141 -2.111 0.860
O 2.009 -0.202 0.917
C 1.745 -1.553 -1.982
C 1.204 -2.179 -3.104
C 1.622 -1.825 -4.376
C 2.595 -0.846 -4.543
C 3.138 -0.220 -3.433
C 2.713 -0.571 -2.156
C 0.843 -3.364 -0.456
C -0.475 -3.797 -0.358
C -0.776 -5.149 -0.227
C 0.241 -6.087 -0.214
C 1.557 -5.666 -0.352
C 1.857 -4.321 -0.476
H -0.713 -1.600 -0.086
H 0.453 -2.948 -2.982
H 1.196 -2.320 -5.238
H 2.934 -0.581 -5.535
H 3.902 0.536 -3.553
H 3.152 -0.076 -1.298
H -1.322 -3.117 -0.413
H -1.809 -5.459 -0.148
H 0.012 -7.139 -0.111
H 2.359 -6.392 -0.365
H 2.884 -4.008 -0.581
C -1.975 -0.484 3.507
P -0.280 -0.367 2.842
C 0.316 -2.080 3.024
C 0.587 0.517 4.207
C 1.881 1.174 3.729
P 1.553 2.224 2.254
C 3.227 2.739 1.761
C 0.865 3.729 3.037
H -1.965 -0.903 4.515
H -2.581 -1.131 2.872
H -2.429 0.508 3.551
H 0.059 -2.473 4.009
H 1.399 -2.113 2.901
H -0.127 -2.726 2.263
H 0.770 -0.164 5.041
H -0.111 1.278 4.569
H 2.611 0.422 3.422
H 2.331 1.775 4.522
H 3.773 3.199 2.586
H 3.177 3.449 0.934
H 3.765 1.855 1.419
H 1.502 4.058 3.859
H -0.138 3.536 3.419
H 0.797 4.547 2.318
```

=====

[2]
The following is a quantum chemistry calculation of a 4-piece molecular cluster, C28H44Br6ClN2O8PS overall, from the OMol25 dataset.

For the HOMO energy, the calculation gives -8.89 eV. The calculation puts the total energy at -502007.3022 eV. The calculation puts the LUMO energy at -1.40 eV. As for the total charge: 0. As for the SMILES: CCOCCOCCOCC1=C(Cl)C(=O)c2c(cc(P(O)(O)=S)c(CNC)c2C[C@@H](O)CN)C1=O.BrCCBr.BrCCBr.BrCCBr. The gap between HOMO and LUMO is 7.49 eV.

The geometry in XYZ format:
```
91
C28H44Br6ClN2O8PS (ωB97M-V/def2-TZVPD)
C 3.468 4.921 2.209
C 4.950 4.528 1.753
O 5.207 3.137 1.963
C 6.260 2.646 1.142
C 5.922 1.252 0.454
O 5.039 0.439 1.227
C 3.677 0.561 0.784
C 3.202 -0.714 -0.035
O 2.871 -1.735 0.902
C 2.036 -2.747 0.292
C 0.534 -2.388 0.498
C -0.102 -2.360 1.703
Cl 0.827 -2.820 3.156
C -1.616 -1.925 1.775
O -2.341 -2.491 2.555
C -2.028 -0.820 0.774
C -1.361 -0.882 -0.554
C -1.619 0.029 -1.637
C -2.612 1.098 -1.410
P -2.941 2.211 -2.863
O -4.575 2.348 -3.225
O -2.249 3.733 -2.693
S -2.125 1.462 -4.475
C -3.268 1.211 -0.081
C -4.274 2.380 0.113
N -3.751 3.521 0.902
C -2.542 4.142 0.310
C -2.984 0.242 1.023
C -3.711 0.319 2.406
C -3.474 1.648 3.225
O -4.680 2.422 3.409
C -3.012 1.260 4.696
N -2.764 2.445 5.538
C -0.266 -2.006 -0.792
O -0.090 -2.535 -1.859
H 3.572 5.760 2.955
H 2.935 5.379 1.329
H 2.907 4.047 2.617
H 5.011 4.827 0.665
H 5.685 5.131 2.364
H 6.499 3.360 0.301
H 7.232 2.510 1.705
H 6.900 0.710 0.350
H 5.537 1.415 -0.595
H 3.045 0.588 1.711
H 3.524 1.512 0.198
H 4.070 -0.979 -0.708
H 2.322 -0.401 -0.678
H 2.266 -2.694 -0.813
H 2.327 -3.771 0.627
H -1.054 -0.124 -2.583
H -4.911 3.225 -2.953
H -1.338 3.614 -3.037
H -5.142 1.958 0.707
H -4.722 2.777 -0.837
H -4.473 4.246 0.883
H -1.724 3.425 0.065
H -2.847 4.800 -0.551
H -2.128 4.849 1.090
H -4.810 0.155 2.184
H -3.432 -0.530 3.090
H -2.653 2.290 2.796
H -5.442 1.936 3.059
H -3.878 0.703 5.172
H -2.161 0.523 4.682
H -3.016 3.313 5.068
H -1.801 2.487 5.866
Br 1.297 2.879 -7.984
C 2.025 1.281 -7.140
C 1.331 0.985 -5.836
Br 1.946 2.173 -4.420
H 3.096 1.441 -7.030
H 1.853 0.478 -7.856
H 1.576 -0.019 -5.490
H 0.250 1.091 -5.890
Br 1.556 -5.778 -1.520
C 2.315 -7.377 -0.706
C 1.634 -7.701 0.599
Br 2.241 -6.524 2.026
H 3.383 -7.203 -0.602
H 2.150 -8.172 -1.433
H 1.896 -8.706 0.928
H 0.551 -7.610 0.551
Br -3.141 -6.269 -3.038
C -2.485 -5.981 -1.226
C -3.255 -4.887 -0.532
Br -2.700 -3.123 -1.152
H -1.420 -5.773 -1.304
H -2.629 -6.934 -0.718
H -3.045 -4.890 0.538
H -4.331 -4.955 -0.685
```

=====

[3]
The following is a quantum chemistry calculation of a 6-piece molecular cluster, C28H44BrN2O21P overall, from the OMol25 dataset.

For the HOMO energy, the calculation gives -9.37 eV. The calculation puts the total energy at -155060.7966 eV. The calculation puts the LUMO energy at -0.72 eV. As for the total charge: 0. As for the SMILES: CNCc1cc(CC=O)c(CP(=O)(O)O)c2c1C(=O)N(Br)C2=O.COC(=O)OC.COC(=O)OC.COC(=O)OC.COC(=O)OC.COC(=O)OC. The gap between HOMO and LUMO is 8.65 eV.

The geometry in XYZ format:
```
97
C28H44BrN2O21P (ωB97M-V/def2-TZVPD)
C -2.043 1.863 1.915
N -1.323 0.705 1.376
C -1.915 0.294 0.096
C -1.200 -0.900 -0.477
C 0.185 -0.904 -0.637
C 0.892 -1.980 -1.175
C 2.388 -1.861 -1.350
C 3.090 -1.200 -0.201
O 3.928 -1.744 0.453
C 0.186 -3.129 -1.586
C 0.862 -4.344 -2.212
P 0.778 -4.251 -4.033
O -0.046 -5.292 -4.626
O 0.182 -2.792 -4.404
O 2.301 -4.200 -4.550
C -1.197 -3.131 -1.419
C -1.869 -2.040 -0.890
C -3.329 -2.350 -0.872
O -4.257 -1.747 -0.430
N -3.426 -3.589 -1.521
Br -4.937 -4.623 -1.361
C -2.185 -4.208 -1.704
O -2.015 -5.353 -1.971
H -1.410 2.424 2.590
H -2.366 2.535 1.114
H -2.936 1.518 2.422
H -0.370 0.992 1.186
H -1.861 1.103 -0.641
H -2.947 0.037 0.281
H 0.747 -0.030 -0.351
H 2.858 -2.810 -1.551
H 2.571 -1.236 -2.229
H 2.832 -0.155 0.029
H 1.893 -4.427 -1.904
H 0.291 -5.212 -1.922
H 0.852 -2.106 -4.499
H 2.438 -3.444 -5.131
C -0.279 -7.639 0.202
O 1.037 -7.092 0.344
C 1.958 -7.964 0.749
O 1.774 -9.125 0.998
O 3.126 -7.323 0.830
C 4.215 -8.144 1.257
H -0.913 -6.822 -0.133
H -0.290 -8.429 -0.546
H -0.648 -8.018 1.153
H 4.378 -8.960 0.557
H 4.029 -8.539 2.254
H 5.090 -7.501 1.278
C 1.287 6.698 1.277
O 1.577 5.302 1.140
C 2.286 4.790 2.140
O 2.678 5.389 3.107
O 2.491 3.496 1.888
C 3.249 2.815 2.892
H 0.707 6.978 0.403
H 0.696 6.880 2.172
H 2.205 7.283 1.305
H 2.733 2.846 3.850
H 4.241 3.252 2.987
H 3.338 1.784 2.562
C -6.003 -9.554 -0.006
O -5.529 -8.956 -1.213
C -4.323 -9.377 -1.598
O -3.644 -10.185 -1.019
O -4.004 -8.748 -2.724
C -2.720 -9.092 -3.253
H -6.980 -9.119 0.186
H -6.100 -10.631 -0.123
H -5.335 -9.327 0.823
H -2.677 -10.152 -3.495
H -1.934 -8.835 -2.546
H -2.596 -8.503 -4.156
C -5.106 8.208 1.049
O -4.603 8.818 -0.142
C -3.538 8.211 -0.661
O -2.997 7.233 -0.215
O -3.176 8.873 -1.758
C -2.036 8.328 -2.425
H -5.963 8.801 1.356
H -5.422 7.186 0.853
H -4.353 8.222 1.834
H -2.233 7.309 -2.752
H -1.164 8.349 -1.774
H -1.859 8.960 -3.290
C 4.311 12.144 2.151
O 4.743 11.264 3.190
C 4.642 9.969 2.889
O 4.229 9.520 1.850
O 5.070 9.264 3.931
C 5.022 7.847 3.736
H 4.448 13.152 2.531
H 4.914 12.007 1.256
H 3.260 11.981 1.921
H 5.667 7.553 2.909
H 4.003 7.516 3.551
H 5.383 7.394 4.655
```

=====

[4]
The following is a quantum chemistry calculation of C28H45CuFN2O2PSi as an isolated structure, from the OMol25 dataset.

For the HOMO energy (alpha / beta), the calculation gives -4.39 / -4.42 eV. The calculation puts the total energy at -101369.0892 eV. The calculation puts the LUMO energy (alpha / beta) at 2.70 / 2.65 eV. The expectation value of S² is 0.754. As for the total charge: -1. The gap between HOMO and LUMO (alpha / beta) is 7.09 / 7.06 eV. The spin multiplicity is 2.

The geometry in XYZ format:
```
81
C28H45CuFN2O2PSi (ωB97M-V/def2-TZVPD)
Cu 0.153 0.560 -0.429
C 2.329 0.510 -2.821
Si 2.829 -0.665 -1.445
C 4.706 -0.592 -1.367
C 2.442 -2.411 -2.012
N 1.914 -0.289 -0.053
C 2.285 -0.217 1.272
C 3.611 -0.114 1.751
C 3.922 -0.027 3.104
C 2.925 -0.030 4.069
C 1.605 -0.137 3.643
C 1.325 -0.231 2.302
F 0.020 -0.378 1.951
H 2.593 0.109 -3.808
H 2.823 1.480 -2.695
H 1.246 0.686 -2.808
H 5.085 -0.785 -2.379
H 5.128 -1.353 -0.699
H 5.079 0.390 -1.051
H 2.996 -2.666 -2.926
H 1.371 -2.527 -2.220
H 2.713 -3.139 -1.236
H 4.413 -0.072 1.024
H 4.963 0.058 3.400
H 3.161 0.044 5.122
H 0.778 -0.156 4.344
O -3.360 -0.488 -0.769
C -2.242 -0.966 -0.680
O -1.174 -0.459 -1.236
C -2.051 -2.269 0.072
C -3.177 -2.988 0.456
C -3.044 -4.187 1.144
C -1.778 -4.668 1.465
C -0.652 -3.946 1.094
C -0.787 -2.752 0.395
H -4.150 -2.585 0.205
H -3.927 -4.745 1.437
H -1.672 -5.602 2.008
H 0.338 -4.308 1.353
H 0.090 -2.178 0.120
C 0.066 5.990 -1.755
C 0.621 4.586 -1.515
C 0.216 3.653 -2.681
C 2.160 4.652 -1.519
P 0.152 3.728 0.127
N 0.578 2.260 0.146
C -1.721 3.971 0.389
C -2.414 3.604 -0.934
C -2.203 2.923 1.415
C -2.177 5.368 0.817
C 1.093 4.624 1.533
C 0.441 4.177 2.856
C 1.114 6.157 1.482
C 2.539 4.091 1.569
H 0.492 6.385 -2.686
H 0.325 6.685 -0.955
H -1.018 5.992 -1.871
H 0.937 3.752 -3.500
H -0.769 3.888 -3.080
H 0.223 2.608 -2.370
H 2.507 4.905 -2.527
H 2.588 3.688 -1.237
H 2.542 5.416 -0.839
H -2.085 2.629 -1.306
H -2.256 4.351 -1.711
H -3.492 3.537 -0.756
H -1.675 1.978 1.288
H -3.270 2.729 1.263
H -2.068 3.251 2.444
H -1.822 6.151 0.145
H -1.857 5.617 1.829
H -3.274 5.397 0.807
H -0.530 4.642 3.022
H 1.092 4.472 3.687
H 0.329 3.089 2.884
H 0.115 6.592 1.414
H 1.708 6.531 0.645
H 1.577 6.537 2.402
H 2.562 3.034 1.295
H 2.932 4.187 2.587
H 3.205 4.647 0.905
```

=====

[5]
The following is a quantum chemistry calculation of C28H45F10N3O4S in the gas phase, from the OMol25 dataset.

For the HOMO energy, the calculation gives -9.14 eV. The calculation puts the total energy at -80432.7580 eV. The calculation puts the LUMO energy at 0.15 eV. As for the total charge: 0. The gap between HOMO and LUMO is 9.29 eV.

The geometry in XYZ format:
```
91
C28H45F10N3O4S (ωB97M-V/def2-TZVPD)
C -4.715 1.896 3.925
C -4.759 0.470 4.478
C -5.332 -0.569 3.516
C -4.660 -0.647 2.136
C -3.130 -0.482 2.123
C -2.414 -1.408 1.103
C -1.396 -0.636 0.226
C -0.013 -1.263 -0.045
C 0.978 -1.030 1.136
C 0.381 -0.598 2.488
C 1.522 -0.388 3.431
F 1.906 0.916 3.592
C 2.278 -1.327 4.022
F 3.597 -1.398 3.910
F 1.828 -2.275 4.818
C 0.574 -0.685 -1.407
C 0.461 0.853 -1.448
C 0.977 1.732 -0.293
C 2.493 1.917 -0.185
C 2.804 3.101 0.734
N 4.133 2.974 1.376
C 4.861 4.228 1.422
N 4.517 5.251 2.071
N 6.064 4.244 0.672
C -0.303 -1.265 -2.589
C -0.671 -0.369 -3.786
C -2.078 0.247 -3.647
C -3.180 -0.762 -4.028
O -4.177 -0.866 -3.015
C -5.023 0.255 -2.957
C 2.026 -1.246 -1.568
C 2.709 -1.055 -2.932
F 2.477 -2.080 -3.781
F 2.265 0.052 -3.579
C 4.251 -0.809 -2.862
F 4.631 -0.444 -4.106
F 4.512 0.221 -2.041
C 5.172 -1.997 -2.490
F 6.436 -1.647 -2.733
F 4.894 -3.087 -3.196
F 5.073 -2.272 -1.179
C 2.174 -2.727 -1.139
O 0.972 -3.506 -1.152
S -0.205 -3.074 -0.178
O -0.011 -3.650 1.120
O -1.415 -3.430 -0.845
H -4.542 2.595 4.746
H -5.660 2.174 3.455
H -3.896 2.051 3.223
H -5.370 0.475 5.384
H -3.757 0.185 4.806
H -5.204 -1.551 3.985
H -6.405 -0.408 3.393
H -4.946 -1.564 1.620
H -5.079 0.168 1.533
H -2.888 0.565 1.928
H -2.728 -0.699 3.116
H -3.186 -1.800 0.445
H -1.963 -2.224 1.661
H -1.894 -0.432 -0.720
H -1.249 0.344 0.676
H 1.730 -0.294 0.866
H 1.544 -1.928 1.363
H -0.242 -1.400 2.891
H -0.163 0.343 2.439
H -0.588 1.116 -1.576
H 0.938 1.250 -2.339
H 0.588 2.735 -0.512
H 0.554 1.470 0.677
H 2.990 1.052 0.260
H 2.903 2.082 -1.184
H 2.029 3.104 1.509
H 2.710 4.052 0.208
H 3.982 2.704 2.341
H 3.650 5.084 2.578
H 6.823 3.959 1.285
H 5.997 3.493 -0.008
H -1.255 -1.606 -2.189
H 0.160 -2.171 -2.973
H 0.030 0.416 -4.051
H -0.724 -1.022 -4.662
H -2.291 0.523 -2.613
H -2.152 1.120 -4.298
H -3.689 -0.467 -4.952
H -2.773 -1.770 -4.107
H -5.272 0.636 -3.955
H -5.948 -0.025 -2.454
H -4.569 1.077 -2.388
H 2.667 -0.702 -0.873
H 2.601 -2.775 -0.137
H 2.872 -3.274 -1.763
```

=====

> Which of these has the lowest total charge?

C28H45CuFN2O2PSi